1.
26
Properties=species:S:1:pos:R:3 method="wB97M-V/def2-TZVPD" homo_energy_ev=-10.028 de_lowest_kcal_mol=23.4 total_charge=0 smiles=COC[C@@H](C#N)[C@H](C#N)c1ccncc1
C 2.01 2.26 0.43
O 2.02 0.88 0.79
C 2.38 0.01 -0.25
C 1.32 -1.06 -0.54
C 1.04 -1.90 0.64
N 0.76 -2.48 1.60
C -0.01 -0.53 -1.19
C 0.19 0.73 -1.94
N 0.38 1.67 -2.59
C -1.19 -0.47 -0.25
C -2.38 -1.10 -0.52
C -3.47 -1.09 0.32
N -3.43 -0.46 1.48
C -2.30 0.18 1.73
C -1.17 0.24 0.95
H 2.94 2.74 0.75
H 1.88 2.44 -0.64
H 1.16 2.74 0.93
H 3.28 -0.54 0.09
H 2.70 0.52 -1.17
H 1.76 -1.74 -1.27
H -0.28 -1.26 -1.96
H -2.47 -1.64 -1.47
H -4.37 -1.64 0.06
H -2.26 0.72 2.67
H -0.29 0.78 1.26



2.
24
Properties=species:S:1:pos:R:3 method="wB97M-V/def2-TZVPD" homo_energy_ev="-8.038 / -8.036" de_lowest_kcal_mol=94.9 total_charge=0
C -2.64 0.74 2.05
C -0.21 -3.27 0.50
C 0.64 -2.42 1.08
C -1.35 -2.76 -0.13
C 0.44 -1.06 0.93
C -1.58 -1.39 -0.21
C -0.58 -0.50 0.19
C -2.22 1.66 1.09
C -0.79 0.91 -0.02
C 1.27 1.55 -1.26
C 0.24 1.96 -0.09
N -2.87 -0.04 2.87
O -2.13 1.32 -0.23
H -0.18 -4.34 0.74
H 1.29 -2.90 1.73
H -2.08 -3.51 -0.46
H 1.21 -0.37 1.18
H -2.38 -0.99 -0.93
H -2.22 2.79 1.40
H 1.44 0.50 -1.18
H 2.08 2.12 -1.03
H 0.85 1.75 -2.22
H -0.23 2.93 -0.35
H 0.77 1.98 0.89



3.
24
Properties=species:S:1:pos:R:3 method="wB97M-V/def2-TZVPD" homo_energy_ev="-6.654 / -6.655" de_lowest_kcal_mol=109.5 total_charge=0
C -3.82 0.22 -0.01
C -3.22 -0.90 0.56
C -3.08 1.23 -0.44
C -1.80 -0.99 0.62
C -1.69 1.22 -0.38
C -1.00 0.04 0.10
C 3.24 1.00 0.15
C 2.96 -0.30 -0.01
C 3.89 2.13 0.31
C 0.44 0.20 0.09
C 1.19 -2.06 -0.48
N 1.42 -0.63 -0.22
O 3.73 -1.22 -0.24
H -4.88 0.28 0.11
H -3.89 -1.57 1.17
H -3.56 1.99 -0.97
H -1.39 -1.99 1.15
H -1.05 2.04 -0.64
H 4.16 2.77 -0.53
H 4.19 2.60 1.24
H 0.82 1.25 0.31
H 2.01 -2.56 -0.95
H 0.94 -2.69 0.37
H 0.39 -2.06 -1.29